Record 1
A cluster of 2 separate species, C5H17N2O in total, computed with the ωB97M-V functional and the def2-TZVPD basis.

CARTESIAN COORDINATES (ANGSTROEM)
N1 1.39 0.65 -0.68
C1 0.60 1.44 0.37
C2 -0.21 2.58 -0.22
C3 -0.29 0.31 1.00
N2 0.54 -0.84 1.29
C4 -0.03 -2.19 1.49
C5 -0.93 -2.72 0.38
H1 2.32 0.93 -0.96
H2 1.44 -0.34 -0.30
H3 0.85 0.64 -1.59
H4 1.32 1.80 1.10
H5 -0.67 3.20 0.57
H6 -1.05 2.21 -0.80
H7 0.45 3.26 -0.83
H8 -0.86 0.70 1.83
H9 -1.00 0.08 0.21
H10 1.20 -0.67 2.09
H11 0.83 -2.84 1.70
H12 -0.63 -2.16 2.44
H13 -0.40 -3.36 -0.34
H14 -1.32 -1.90 -0.23
H15 -1.84 -3.21 0.74
H16 -0.31 0.34 -3.70
H17 -1.10 1.31 -2.74
O1 -0.31 0.77 -2.83

Computed properties:
Max |F| = 1.5 eV/Å
Relative energy (zero: lowest compared OMol25 entry of this formula, charge and spin) = 11.0 kcal/mol
Net charge = +1
Calculated total energy = -385.22318 a.u.
HOMO energy = -12.99 eV

Record 2
A cluster of 2 separate species, C5H17N2O in total, computed with the ωB97M-V functional and the def2-TZVPD basis.

CARTESIAN COORDINATES (ANGSTROEM)
C1 -0.96 -1.19 -1.87
C2 -0.22 0.18 -1.76
C3 1.20 0.02 -1.21
C4 1.86 1.01 -0.28
C5 1.02 1.45 0.92
N1 0.58 0.43 1.95
N2 -1.33 -1.61 -0.52
H1 -1.67 -1.06 -2.71
H2 -0.30 -1.84 -2.40
H3 -0.19 0.66 -2.80
H4 -0.77 0.85 -1.09
H5 1.89 0.06 -2.09
H6 1.40 -0.95 -0.78
H7 2.90 0.74 -0.03
H8 1.94 2.16 -0.61
H9 1.53 2.21 1.51
H10 0.06 2.07 0.70
H11 0.38 -0.42 1.42
H12 1.12 0.33 2.83
H13 -0.46 0.49 2.25
H14 -1.16 -2.63 -0.38
H15 -2.34 -1.53 -0.45
H16 -2.50 -0.17 1.84
H17 -2.15 -1.04 3.02
O1 -1.83 -0.23 2.55

Computed properties:
Max |F| = 3.8 eV/Å
Relative energy (zero: lowest compared OMol25 entry of this formula, charge and spin) = 39.6 kcal/mol
Net charge = +1
Calculated total energy = -385.17771 a.u.
HOMO energy = -13.36 eV

- Number 1 is which compound?
  C5H17N2O

- Among the records above, which one has the highest relative energy (zero: lowest compared OMol25 entry of this formula, charge and spin)?
  number 2

- Number 2 is which compound?
  C5H17N2O